Computed, not measured: a structure of composition C6H7KLiO6, with ωB97M-V with the def2-TZVPD basis set.

Calculated values
energy above the lowest of the compared OMol25 structures with the same formula, charge and spin	2.3713	eV
Kohn-Sham gap (spin up / spin down)	6.5 / 6.4	eV
DFT total energy	-1291.767156	Eh
LUMO energy (spin up / spin down)	-1.445 / -1.455	eV
<S²>	0.763

```
! wB97M-V def2-TZVPD RIJCOSX def2/J DEFGRID3
* xyz 0 2
O 2.104 0.525 0.450
C 3.192 1.301 0.061
C 2.198 -0.891 0.525
O 2.832 2.502 -0.051
O 4.277 0.772 -0.149
C 1.853 -1.530 -0.804
H 1.472 -1.186 1.294
H 3.206 -1.171 0.857
H 0.801 -1.275 -1.098
H 2.553 -1.217 -1.590
H 1.915 -2.623 -0.717
K 0.496 2.895 0.386
O -2.245 0.250 0.315
C -2.905 1.404 0.089
O -4.121 1.438 -0.139
Li -3.870 3.426 -0.212
O -2.170 2.434 0.116
C -2.898 -0.953 0.181
H -3.969 -0.879 -0.036
C -2.234 -2.088 0.202
H -2.487 -3.137 0.318
*
```

***

Computed, not measured: a structure of composition C6H7LiO6Zn, with ωB97M-V with the def2-TZVPD basis set.

Calculated values
energy above the lowest of the compared OMol25 structures with the same formula, charge and spin	1.0060	eV
Kohn-Sham gap	3.8	eV
DFT total energy	-2470.436581	Eh
LUMO energy	-11.772	eV

```
! wB97M-V def2-TZVPD RIJCOSX def2/J DEFGRID3
* xyz 2 1
O 4.605 -0.021 -0.505
C 3.569 0.271 0.105
O 3.439 1.380 0.698
O 2.543 -0.636 0.087
C 1.440 -0.328 0.751
C 0.560 -1.489 0.890
Zn 5.126 1.698 0.103
H 0.075 -1.442 1.877
H 1.078 -2.444 0.726
Li 1.713 1.684 1.581
C -0.559 -1.251 -0.202
C -1.432 -0.038 0.057
O -2.517 -0.084 -0.871
C -3.332 0.957 -0.899
O -3.269 1.926 -0.183
O -4.207 0.779 -1.881
H -1.181 -2.156 -0.184
H -0.135 -1.206 -1.215
H -0.887 0.904 -0.088
H -1.829 -0.043 1.082
H -4.799 1.540 -1.928
*
```

***

Computed, not measured: a structure of composition C6H7N, with ωB97M-V with the def2-TZVPD basis set.

Calculated values
energy above the lowest of the compared OMol25 structures with the same formula, charge and spin	5.4410	eV
Kohn-Sham gap	8.1	eV
DFT total energy	-287.387284	Eh
LUMO energy	0.853	eV

```
! wB97M-V def2-TZVPD RIJCOSX def2/J DEFGRID3
* xyz 0 1
N -0.353 -2.089 1.688
C 0.109 -1.025 1.344
C 0.622 0.169 0.797
C -0.406 1.264 0.440
C -0.788 0.928 -0.984
C -0.163 -0.162 -1.439
C 0.702 -0.845 -0.465
H 1.584 0.489 1.201
H -1.262 1.225 1.126
H 0.038 2.261 0.541
H -1.509 1.521 -1.538
H -0.289 -0.551 -2.447
H -0.015 -2.112 0.483
H 1.731 -1.073 -0.746
*
```

***

Computed, not measured: an isolated molecule of C6H7N, with ωB97M-V with the def2-TZVPD basis set.

Calculated values
energy above the lowest of the compared OMol25 structures with the same formula, charge and spin	2.5057	eV
Kohn-Sham gap	9.7	eV
DFT total energy	-287.495151	Eh
LUMO energy	0.952	eV

```
! wB97M-V def2-TZVPD RIJCOSX def2/J DEFGRID3
* xyz 0 1
N -1.339 1.850 -1.163
C -0.854 1.090 -0.284
C 0.131 0.800 0.728
C 1.427 0.152 0.247
C 0.988 -1.193 -0.295
C -0.328 -1.382 -0.215
C -1.018 -0.204 0.394
H 0.080 1.340 1.667
H 1.904 0.761 -0.531
H 2.133 0.058 1.076
H 1.692 -1.903 -0.717
H -0.849 -2.288 -0.514
H -2.123 1.277 -1.473
H -1.844 -0.359 1.081
*
```

***

Computed, not measured: an isolated molecule of C6H7N, with ωB97M-V with the def2-TZVPD basis set.

Calculated values
energy above the lowest of the compared OMol25 structures with the same formula, charge and spin	7.2776	eV
Kohn-Sham gap (spin up / spin down)	8.4 / 7.6	eV
DFT total energy	-287.319789	Eh
LUMO energy (spin up / spin down)	-0.978 / -0.807	eV

```
! wB97M-V def2-TZVPD RIJCOSX def2/J DEFGRID3
* xyz 0 1
C -0.013 1.056 1.899
C 1.147 0.550 2.251
C -0.495 0.961 -0.814
C -0.717 -0.524 -0.441
C -0.243 0.672 0.508
C 0.268 -1.615 -0.902
N -0.689 1.645 -1.858
H -0.633 1.790 2.426
H 1.630 -0.368 1.737
H -1.563 -0.950 0.012
H 0.980 -1.781 -0.089
H 0.846 -1.488 -1.788
H -0.211 -2.554 -1.077
H -0.306 2.606 -1.864
*
```

***

Computed, not measured: an isolated molecule of C6H7N, with ωB97M-V with the def2-TZVPD basis set.

Calculated values
energy above the lowest of the compared OMol25 structures with the same formula, charge and spin	3.1602	eV
Kohn-Sham gap	9.0	eV
DFT total energy	-287.471100	Eh
LUMO energy	0.994	eV

```
! wB97M-V def2-TZVPD RIJCOSX def2/J DEFGRID3
* xyz 0 1
C 1.489 0.375 0.868
C 0.419 1.491 0.586
C -1.356 0.112 -0.864
C -1.293 -1.238 -1.035
C 0.011 -1.666 -0.572
C 0.642 -0.442 -0.201
H 2.501 0.756 0.569
H 1.235 -0.089 1.984
H 0.789 2.437 0.089
H -0.274 1.559 1.486
H -2.299 0.804 -0.968
H -2.076 -2.052 -1.246
H 0.438 -2.615 -0.421
N -0.226 0.569 -0.276
*
```

***

Computed, not measured: an isolated molecule of C6H7N, with ωB97M-V with the def2-TZVPD basis set.

Calculated values
energy above the lowest of the compared OMol25 structures with the same formula, charge and spin	5.0241	eV
Kohn-Sham gap	8.7	eV
DFT total energy	-287.402604	Eh
LUMO energy	0.724	eV

```
! wB97M-V def2-TZVPD RIJCOSX def2/J DEFGRID3
* xyz 0 1
C -0.962 0.949 0.111
C 0.512 1.248 0.277
C 1.284 0.447 -0.518
C 0.631 -1.446 1.332
N -0.031 -1.393 0.188
C -0.939 -0.465 -0.447
C 0.457 -0.715 -0.997
H -1.466 1.647 -0.573
H -1.495 0.988 1.074
H 0.898 2.042 0.917
H 2.344 0.579 -0.734
H -0.097 -1.649 2.142
H -1.826 -0.909 -0.901
H 0.691 -1.324 -1.871
*
```

***

Computed, not measured: an isolated molecule of C6H7N, with ωB97M-V with the def2-TZVPD basis set.

Calculated values
energy above the lowest of the compared OMol25 structures with the same formula, charge and spin	6.6639	eV
Kohn-Sham gap (spin up / spin down)	7.3 / 7.6	eV
DFT total energy	-287.342343	Eh
LUMO energy (spin up / spin down)	-0.398 / -0.065	eV

```
! wB97M-V def2-TZVPD RIJCOSX def2/J DEFGRID3
* xyz 0 1
C -0.932 0.293 -1.441
C 0.330 0.797 -0.928
C -1.466 -0.396 -0.437
C 0.917 0.511 0.195
C -1.851 -1.616 0.205
C 2.016 0.799 1.022
N -1.047 -0.553 0.879
H -1.311 0.336 -2.473
H 0.762 1.498 -1.501
H -2.762 -1.789 0.696
H -1.559 -2.559 -0.192
H 2.501 -0.076 1.465
H 2.753 1.394 0.607
H 1.647 1.360 1.902
*
```

***

Computed, not measured: an isolated molecule of C6H7N, with ωB97M-V with the def2-TZVPD basis set.

Calculated values
energy above the lowest of the compared OMol25 structures with the same formula, charge and spin	5.5828	eV
Kohn-Sham gap	7.5	eV
DFT total energy	-287.382070	Eh
LUMO energy	-0.696	eV

```
! wB97M-V def2-TZVPD RIJCOSX def2/J DEFGRID3
* xyz 0 1
C -1.257 0.586 0.831
C -1.181 -0.540 1.736
C 0.479 -1.068 1.310
C 0.620 -0.524 -0.129
C -0.442 0.512 -0.210
C -0.394 1.251 -1.503
N 1.174 -1.828 1.980
H -1.955 1.367 1.071
H 1.652 -0.393 -0.427
H 0.320 -1.473 -0.694
H -0.768 0.618 -2.370
H 0.724 1.344 -1.629
H -1.093 2.183 -1.621
H 2.121 -2.036 1.655
*
```

***

Computed, not measured: an isolated molecule of C6H7N, with ωB97M-V with the def2-TZVPD basis set.

Calculated values
energy above the lowest of the compared OMol25 structures with the same formula, charge and spin	6.5116	eV
Kohn-Sham gap (spin up / spin down)	7.2 / 8.9	eV
DFT total energy	-287.347938	Eh
LUMO energy (spin up / spin down)	-0.776 / -0.055	eV

```
! wB97M-V def2-TZVPD RIJCOSX def2/J DEFGRID3
* xyz 0 1
C -0.458 0.242 -1.378
C 0.272 -1.102 0.526
C -2.024 0.049 -0.012
C -0.668 -0.009 0.782
C 0.492 0.213 -0.262
C 1.788 0.909 -0.129
N -1.677 0.109 -1.417
H 0.860 -1.404 1.388
H 0.028 -2.029 -0.102
H -2.394 -0.942 0.173
H -2.719 0.795 0.413
H 2.666 0.454 -0.634
H 1.993 0.680 0.980
H 1.843 2.036 -0.327
*
```

***

Computed, not measured: an isolated molecule of C6H7N, with ωB97M-V with the def2-TZVPD basis set.

Calculated values
energy above the lowest of the compared OMol25 structures with the same formula, charge and spin	7.2163	eV
Kohn-Sham gap	8.8	eV
DFT total energy	-287.322039	Eh
LUMO energy	0.624	eV

```
! wB97M-V def2-TZVPD RIJCOSX def2/J DEFGRID3
* xyz 0 1
C -1.716 0.821 0.344
C -0.430 0.379 -0.330
C 1.586 -1.023 0.363
C -2.392 -0.320 0.184
C -1.075 -1.000 -0.409
C 2.390 0.259 0.168
N 0.308 -0.673 0.290
H -1.840 1.541 1.147
H -0.019 0.902 -1.111
H -3.292 -0.835 0.581
H -1.117 -1.588 -1.216
H 1.835 1.173 0.312
H 2.459 0.177 -0.952
H 3.302 0.186 0.629
*
```

***

Computed, not measured: an isolated molecule of C6H7N, with ωB97M-V with the def2-TZVPD basis set.

Calculated values
energy above the lowest of the compared OMol25 structures with the same formula, charge and spin	0.0839	eV
Kohn-Sham gap	9.0	eV
DFT total energy	-287.584151	Eh
LUMO energy	1.132	eV

```
! wB97M-V def2-TZVPD RIJCOSX def2/J DEFGRID3
* xyz 0 1
N 0.433 2.220 -0.482
C 0.160 0.902 -0.217
C -1.052 0.498 0.413
C -1.274 -0.830 0.647
C -0.322 -1.823 0.355
C 0.894 -1.411 -0.135
C 1.137 -0.059 -0.444
H 1.200 2.465 -1.054
H -0.277 2.924 -0.402
H -1.645 1.313 0.807
H -2.237 -1.050 1.082
H -0.545 -2.864 0.518
H 1.710 -2.067 -0.390
H 2.096 0.198 -0.867
*
```

***

Computed, not measured: an isolated molecule of C6H7N, with ωB97M-V with the def2-TZVPD basis set.

Calculated values
energy above the lowest of the compared OMol25 structures with the same formula, charge and spin	2.1668	eV
Kohn-Sham gap	10.9	eV
DFT total energy	-287.507608	Eh
LUMO energy	0.784	eV

```
! wB97M-V def2-TZVPD RIJCOSX def2/J DEFGRID3
* xyz 0 1
C 0.984 1.329 0.472
C -1.361 -0.570 -0.184
C -0.507 -0.065 -1.020
C 0.925 0.271 -0.637
C -2.200 -1.069 0.664
C 1.575 -0.941 -0.190
N 2.071 -1.907 0.168
H -0.793 0.131 -2.043
H 1.460 0.634 -1.521
H -2.832 -0.444 1.275
H -2.309 -2.134 0.789
H 2.017 1.547 0.737
H 0.463 0.972 1.357
H 0.507 2.246 0.133
*
```

***

Computed, not measured: the ion C6H7N2O with charge -1, with ωB97M-V with the def2-TZVPD basis set.

Calculated values
energy above the lowest of the compared OMol25 structures with the same formula, charge and spin	1.1348	eV
Kohn-Sham gap (spin up / spin down)	6.3 / 6.3	eV
DFT total energy	-417.493465	Eh
LUMO energy (spin up / spin down)	3.739 / 3.739	eV

```
! wB97M-V def2-TZVPD RIJCOSX def2/J DEFGRID3
* xyz -1 1
C -0.290 -1.500 -0.251
C 0.890 -0.692 -0.217
C -1.636 -1.324 -0.071
C 1.117 0.546 0.253
C -2.260 1.007 -0.136
C 2.451 1.222 0.199
N -2.209 2.144 -0.344
N -2.465 -0.268 0.096
O -3.763 -0.494 0.386
H -0.054 -2.543 -0.446
H 1.766 -1.231 -0.580
H -2.232 -2.233 -0.064
H 3.269 0.499 0.176
H 2.583 1.868 1.068
H 2.535 1.850 -0.694
H 0.299 1.148 0.624
*
```

***

Computed, not measured: a cluster of 2 separate species, C6H7N2O3 in total, with ωB97M-V with the def2-TZVPD basis set.

Calculated values
energy above the lowest of the compared OMol25 structures with the same formula, charge and spin	2.2963	eV
Kohn-Sham gap (spin up / spin down)	8.1 / 8.1	eV
DFT total energy	-568.024344	Eh
LUMO energy (spin up / spin down)	3.138 / 3.139	eV

```
! wB97M-V def2-TZVPD RIJCOSX def2/J DEFGRID3
* xyz -1 1
C -1.565 -2.129 1.287
C -0.315 -1.666 1.169
C -1.766 -0.429 -0.038
C 1.935 -0.950 -0.451
C 0.519 1.097 -1.258
C 0.736 0.058 -0.214
N -2.502 -1.308 0.618
N -0.419 -0.625 0.249
O 2.621 -1.373 0.462
O 1.962 -1.131 -1.704
O 1.129 1.537 1.553
H -2.078 -2.969 1.792
H 0.625 -1.779 1.787
H -2.064 0.384 -0.546
H 0.046 2.012 -0.937
H 1.569 1.386 -1.631
H -0.234 0.754 -1.978
H 1.949 1.250 1.749
*
```